C28H19F4GdN6O4 | ωB97M-V/def2-TZVPD

Energy above the lowest of the compared OMol25 structures with the same formula, charge and spin (kcal per mole): 71.8
Total charge: +2
<S²>: 15.90
HOMO-LUMO gap (spin up / spin down) (eV): 5.0590 / 5.8193
Maximum force (eV Å⁻¹): 4.0
E_HOMO (spin up / spin down) (eV): -13.6 / -15.7
Multiplicity: 8
Electronic energy (eV): -78159.75038

Each line ends with the Mulliken spin population.
CARTESIAN COORDINATES (ANGSTROEM)
1 Gd -0.0208 -0.9719 0.1789  5.195
2 C -2.3465 -2.1994 -3.8533  -0.002
3 C -1.7166 -1.3270 -2.7613  -0.002
4 C -0.2113 -1.1373 -3.0395  0.007
5 C -1.9332 -1.9210 -1.3866  0.009
6 C -2.8894 -1.3916 -0.5095  -0.018
7 C -3.0464 -1.9085 0.7719  0.013
8 C -2.2546 -2.9646 1.2366  -0.014
9 C -2.4740 -3.5638 2.5916  0.001
10 C -1.3226 -3.5265 0.3502  0.001
11 C -1.1776 -3.0313 -0.9502  -0.025
12 H -2.1875 -1.7417 -4.8296  0.000
13 H -3.4198 -2.3088 -3.7032  0.000
14 H -1.8968 -3.1939 -3.8650  0.000
15 H -2.2061 -0.3513 -2.7776  -0.001
16 H 0.2241 -2.0473 -3.4516  0.000
17 H 0.3502 -0.8649 -2.1291  -0.007
18 H -0.0637 -0.3406 -3.7662  0.000
19 H -3.5476 -0.6001 -0.8475  0.000
20 H -3.8418 -1.5251 1.4007  0.000
21 H -2.9695 -2.8635 3.2632  0.000
22 H -1.5403 -3.9055 3.0372  0.000
23 H -3.1244 -4.4372 2.5025  0.000
24 H -0.8127 -4.4401 0.6336  0.001
25 H -0.5786 -3.5886 -1.6625  0.003
26 C 1.1302 -2.0936 4.1749  0.000
27 C 0.0298 -1.1895 3.7592  -0.006
28 N -0.2295 -0.8094 2.5124  -0.040
29 C -1.3059 0.0773 2.5758  -0.022
30 C -1.6941 0.1999 3.8809  0.001
31 N -0.8384 -0.5989 4.5881  0.000
32 C -2.7788 0.8937 4.6669  0.000
33 O -3.6350 1.6314 4.0172  0.000
34 O -2.7829 0.7081 5.8529  0.000
35 C -1.7964 0.8335 1.3753  0.009
36 O -2.8363 1.4497 1.4346  -0.007
37 O -1.0303 0.7558 0.3185  -0.068
38 H 1.3309 -2.8345 3.4039  0.000
39 H 0.8961 -2.6026 5.1080  0.000
40 H 2.0424 -1.5147 4.3333  0.000
41 H -0.9009 -0.6709 5.5991  0.000
42 H -3.4731 1.6726 3.0521  0.000
43 F 5.6121 3.1406 -0.6996  0.022
44 C 4.4219 3.0786 -1.2542  0.114
45 C 4.0830 3.9973 -2.1944  0.104
46 F 4.9544 4.9185 -2.5091  0.013
47 C 2.8016 3.9931 -2.8540  0.040
48 C 1.9138 2.9294 -2.4589  0.088
49 C 2.2701 2.0241 -1.5267  0.044
50 F 1.3468 1.0904 -1.1971  0.001
51 C 3.5369 2.0241 -0.8590  0.090
52 C 3.8865 1.0721 0.1003  0.342
53 C 3.0267 -0.0055 0.3442  0.001
54 N 2.2811 -0.8798 0.4676  0.177
55 C 5.0668 1.1171 0.9008  -0.023
56 N 5.9685 1.1405 1.6132  0.219
57 F 0.7241 2.8288 -3.0065  0.006
58 C 2.4356 4.9438 -3.7846  0.322
59 C 3.2985 5.9917 -4.2132  -0.022
60 N 3.9658 6.8364 -4.6186  0.245
61 C 1.1543 4.9683 -4.4086  -0.033
62 N 0.1308 5.0340 -4.9283  0.229